The following is a quantum chemistry calculation of C25H36BeClF7NbO4 as an isolated structure in a non-equilibrium geometry, from OMol25.

Computed properties:
F_max = 5.08 eV Å⁻¹
Net charge = +1
Molecular weight = 670.9 g mol⁻¹

Element x y z (Å)
C1 0.64 1.31 6.39
C2 1.39 1.45 5.10
O1 2.08 0.26 4.68
C3 1.34 -0.89 4.63
C4 2.02 -1.85 3.69
C5 1.91 -1.51 2.21
C6 0.72 -2.18 1.55
C7 0.56 -1.78 0.08
Nb1 -0.27 0.30 -0.20
F1 1.56 0.94 -0.08
Cl1 -0.73 0.76 2.12
C8 -2.35 -0.27 -0.43
C9 -2.70 -1.75 -0.18
C10 -2.53 -2.70 -1.36
C11 -2.96 -4.11 -0.92
C12 -3.38 -2.27 -2.55
C13 0.16 -0.32 -2.37
C14 1.53 -0.13 -2.64
C15 2.42 -1.25 -2.59
C16 3.73 -1.10 -2.83
C17 4.26 0.17 -3.14
C18 5.70 0.35 -3.41
C19 3.40 1.28 -3.17
C20 2.09 1.15 -2.92
C21 -0.72 2.50 -0.87
O2 -0.54 3.30 0.01
C22 -1.20 3.12 -2.24
F2 -0.59 2.47 -3.25
F3 -0.83 4.41 -2.30
C23 -2.73 3.06 -2.51
F4 -3.03 1.79 -2.80
F5 -2.98 3.81 -3.58
C24 -3.66 3.55 -1.35
F6 -4.83 3.88 -1.91
F7 -3.85 2.50 -0.54
C25 -3.16 4.79 -0.57
O3 -3.01 5.83 -1.14
O4 -3.06 4.58 0.76
H1 1.27 0.87 7.16
H2 0.34 2.29 6.74
H3 -0.26 0.71 6.30
H4 2.17 2.19 5.21
H5 0.74 1.77 4.29
H6 1.35 -1.37 5.68
H7 0.28 -0.75 4.41
H8 1.61 -2.88 3.84
H9 3.08 -1.87 3.96
H10 1.90 -0.43 2.11
H11 2.81 -1.86 1.70
H12 0.92 -3.25 1.56
H13 -0.20 -2.05 2.12
H14 0.01 -2.53 -0.48
H15 1.56 -1.75 -0.35
H16 -2.87 0.32 0.32
H17 -2.77 0.01 -1.39
H18 -2.18 -2.14 0.70
H19 -3.76 -1.79 0.08
H20 -1.50 -2.74 -1.71
H21 -2.43 -4.89 -1.45
H22 -4.03 -4.22 -1.09
H23 -2.82 -4.24 0.15
H24 -3.21 -2.96 -3.37
H25 -3.11 -1.28 -2.92
H26 -4.43 -2.29 -2.31
H27 -0.54 0.22 -3.01
H28 -0.09 -1.37 -2.39
H29 2.03 -2.23 -2.37
H30 4.39 -1.95 -2.80
H31 6.27 -0.56 -3.30
H32 5.82 0.72 -4.43
H33 6.12 1.13 -2.77
H34 3.81 2.25 -3.40
H35 1.46 2.02 -2.94
H36 -2.12 4.53 1.01
Be1 1.92 -3.11 5.75

The following is a quantum chemistry calculation of an isolated ion of composition C5H13N6 and charge +1 in a non-equilibrium geometry, from OMol25.

Computed properties:
F_max = 5.98 eV Å⁻¹
Energy above the lowest of the compared OMol25 structures with the same formula, charge and spin = 62.5 kcal/mol
SMILES = C=C(C)NC(=[NH2+])N/C(N)=N/N
Net charge = +1
Molecular weight = 157.2 g mol⁻¹

Element x y z (Å)
C1 1.33 0.96 -0.01
C2 -1.05 1.38 -0.23
C3 -0.94 -1.16 0.25
C4 -1.30 -2.40 -0.57
C5 -0.19 -1.15 1.38
N1 2.39 1.27 0.79
N2 0.20 1.76 0.01
N3 1.32 -0.11 -0.66
N4 -1.41 0.10 -0.36
N5 -2.03 2.34 -0.38
N6 2.42 -0.95 -0.64
H1 -0.60 -3.09 -0.73
H2 -1.90 -2.16 -1.39
H3 -2.06 -2.86 0.11
H4 -0.17 -0.17 1.86
H5 2.35 2.09 1.45
H6 0.00 -2.08 1.81
H7 2.81 0.48 1.20
H8 0.36 2.68 -0.21
H9 -2.26 0.00 -0.91
H10 -1.95 3.40 -0.28
H11 -2.93 2.05 -0.81
H12 2.33 -1.81 -1.06
H13 3.27 -0.53 -0.61

Number 1: HOMO-LUMO gap 1.7 eV, E_HOMO -9.54 eV. Number 2: HOMO-LUMO gap 8.6 eV, E_HOMO -11.65 eV.